(1)
ORCA calculation (ωB97M-V/def2-TZVPD) on the molecule C14H20O5.

Its SMILES is COc1cc(C(=O)OCCC(C)C)cc(OC)c1O. As for the LUMO energy: 0.6302 eV. The HOMO energy is -8.3 eV. The max |F| comes out at 0.0135 Eh/bohr. The value obtained for the total energy is -921.65947 Eh. The spin multiplicity is 1.

The geometry in XYZ format:
```
39
Properties=species:S:1:pos:R:3:forces:R:3
O 0.167254 -0.511331 3.435075 -0.1 -0.5 -0.4
O -0.616042 -3.862585 0.096546 0.0 0.3 -0.1
O -0.654799 1.975832 -0.853599 0.1 0.0 0.3
O -0.961809 0.394626 -2.422614 0.1 0.0 0.1
O -0.027516 -3.037405 2.869856 0.0 0.0 -0.1
C -0.282249 0.162364 1.127167 0.0 0.0 0.1
C -0.659394 -1.613555 -0.455815 0.0 0.2 0.1
C -0.110738 -0.785264 2.113211 0.0 0.0 0.0
C -0.750269 0.706517 -1.274478 -0.1 -0.1 -0.3
C 0.284556 0.836235 3.819856 0.0 0.3 0.1
C 0.434676 3.943460 -1.788461 0.0 -0.4 0.0
C -0.210112 -2.163085 1.836138 0.0 0.1 0.1
C 2.253764 2.158718 -1.845487 0.0 0.2 0.0
C 1.490453 3.222348 -3.981784 0.1 0.1 0.2
C 1.706233 3.433181 -2.484677 -0.1 0.0 0.0
C -0.461560 -4.946088 0.988188 0.0 -0.4 0.2
C -0.561332 -0.262246 -0.171943 0.0 -0.4 0.2
C -0.775366 3.011986 -1.826370 -0.1 0.5 -0.5
C -0.488245 -2.583688 0.531123 0.0 0.3 0.1
H 2.314276 2.261272 -0.764195 0.0 -0.1 0.1
H -0.873835 -1.934470 -1.462117 0.0 0.0 -0.1
H 1.063967 4.111885 -4.440500 0.0 0.1 -0.1
H 3.250750 1.948626 -2.227152 0.1 -0.1 0.0
H -0.207667 1.215745 1.332263 0.0 0.1 0.1
H 0.149335 -2.508316 3.660933 0.0 0.0 -0.1
H -1.205290 -4.920249 1.786921 0.1 0.0 -0.1
H -1.678956 3.576385 -1.570552 0.1 -0.1 0.0
H 0.825362 2.382143 -4.163863 -0.1 -0.1 -0.1
H 0.498854 0.819231 4.887440 0.0 0.1 -0.1
H -0.908302 2.558894 -2.812094 0.0 0.1 0.2
H 1.622576 1.305260 -2.077072 0.0 -0.1 0.0
H 0.537697 -4.967328 1.427346 -0.1 0.0 0.0
H 0.137570 4.882504 -2.260443 0.0 0.1 0.0
H 2.439620 3.007370 -4.467152 0.1 0.0 -0.1
H -0.646157 1.383454 3.643961 0.0 0.0 0.0
H -0.611105 -5.837461 0.379931 0.0 0.0 0.1
H 0.662907 4.153578 -0.741052 0.0 0.1 0.0
H 2.456841 4.223964 -2.358788 -0.1 -0.1 0.0
H 1.104939 1.331239 3.291955 0.0 0.0 0.0
```
Positions in Å, forces in eV/Å.


(2)
ORCA calculation (ωB97M-V/def2-TZVPD) on a cluster of 6 separate species, C16H36Br2N5O6 in total.

As for the LUMO energy: -4.1082 eV. The HOMO energy is -11.7 eV. As for the charge: +1. The max |F| comes out at 0.0849 Eh/bohr. The value obtained for the total energy is -6504.02959 Eh. The spin multiplicity is 1.

The geometry in XYZ format:
```
65
Properties=species:S:1:pos:R:3:forces:R:3
Br 7.807303 2.319794 1.154637 -1.3 -0.6 0.4
Br 5.304462 4.348290 0.357571 -0.9 -1.0 0.6
O -1.664773 -1.680813 -2.909369 0.0 -0.2 0.0
O 2.597443 1.510593 -0.469968 0.1 -2.1 0.0
O 0.749748 1.553561 6.841623 0.0 0.1 -0.6
O -1.943551 -3.119766 -5.750225 0.3 0.0 0.0
O -3.616902 3.612832 -0.911537 0.1 -0.2 0.1
O -1.694969 -4.455053 -1.183336 -0.1 -0.1 0.1
N 2.534829 -0.986776 -0.600187 -0.1 -2.6 -0.1
N 2.583413 1.730282 0.888624 1.0 0.6 -1.6
N 1.012725 1.506958 3.889935 -0.2 0.0 -0.1
N 3.124253 2.228472 2.954240 -1.4 -0.6 -2.2
N 1.465335 1.407885 1.575609 1.2 0.7 2.8
C -0.337260 -4.853758 -1.049342 -0.2 0.4 -0.2
C 0.190816 0.288179 8.828594 0.0 -0.1 -0.1
C -3.263361 4.353489 -3.183421 0.1 0.0 -0.1
C -4.277324 -3.242089 -6.371198 0.0 0.0 -0.1
C -3.750993 3.236595 -2.280633 -0.2 0.5 0.0
C 1.841324 1.719099 2.880258 0.6 0.1 -0.4
C 0.500627 -3.686447 -0.563074 0.2 -0.1 0.1
C 4.963353 2.666451 1.252206 0.6 -0.5 -0.4
C -1.247355 -0.484273 -2.261270 0.2 0.0 -0.3
C 0.921206 1.488571 8.262257 -0.3 -0.1 0.3
C 2.590806 0.139768 -0.605426 0.2 4.4 -0.1
C -3.068903 -3.990870 -5.843957 -0.2 0.3 0.2
C 3.576531 2.219999 1.652607 -0.7 0.5 1.9
C -0.807774 0.548486 -3.281528 0.0 0.0 0.0
C 5.675988 0.457692 2.266074 0.7 0.6 -1.2
C 5.984687 1.830952 1.564399 -0.7 -0.1 0.4
H 6.636141 -0.098932 2.340394 -0.9 0.3 0.3
H 5.171597 0.613256 3.242443 0.5 -0.2 -0.6
H 0.021521 0.169210 -3.884568 0.0 0.0 0.1
H -2.802500 -4.807143 -6.515441 0.2 0.1 0.0
H -5.141965 -3.903379 -6.452808 0.0 0.1 0.0
H -1.718618 -3.730994 -1.821586 -0.1 0.0 0.1
H 1.547005 -3.976555 -0.447675 0.0 0.1 0.0
H -3.838485 5.266917 -3.012919 -0.1 -0.1 -0.1
H 0.588606 1.037008 1.217797 0.4 0.2 -0.4
H 1.117050 1.976338 4.795978 0.3 -0.6 -0.2
H -2.180425 -2.403233 -5.148023 -0.1 -0.1 -0.1
H -0.427895 -0.725454 -1.573047 0.0 0.1 0.1
H -0.197798 1.625728 6.671051 0.1 0.0 0.2
H -3.353696 4.074435 -4.234987 0.0 0.1 0.0
H -2.218716 4.589348 -2.969979 0.0 -0.1 0.0
H -0.878445 0.346028 8.607740 0.0 0.1 0.1
H 0.444266 -2.851260 -1.265940 0.1 -0.1 -0.1
H 0.024125 -5.216734 -2.017188 0.2 -0.1 0.1
H -3.273441 -4.410656 -4.853823 -0.1 -0.1 -0.1
H -0.491689 1.472028 -2.789978 0.0 0.0 -0.1
H 0.561123 -0.633773 8.376276 0.1 0.0 0.1
H -2.089289 -0.109828 -1.677642 -0.1 -0.2 0.0
H -0.912645 -2.014918 -3.417667 -0.1 0.0 0.0
H -4.147137 4.406312 -0.774000 0.1 -0.1 0.0
H -1.623378 0.776898 -3.969876 0.0 0.0 0.1
H 1.989216 1.417277 8.465216 0.0 0.1 -0.2
H 0.290662 0.801474 3.759200 0.2 0.5 0.4
H -4.534060 -2.409287 -5.710840 -0.1 -0.1 0.1
H 0.547278 2.415930 8.703919 0.1 0.0 0.1
H -3.160832 2.332699 -2.438285 0.0 0.0 0.2
H -0.297633 -5.678422 -0.337245 -0.1 0.0 0.0
H 0.321599 0.227107 9.909705 0.0 0.0 0.0
H -4.800590 3.001781 -2.481640 0.1 -0.1 -0.1
H 5.014576 -0.108147 1.557996 0.5 0.3 0.8
H 0.127538 -3.322019 0.397276 0.0 -0.1 0.0
H -4.064742 -2.817122 -7.354025 0.0 -0.1 0.0
```
Positions in Å, forces in eV/Å.


(3)
ORCA calculation (ωB97M-V/def2-TZVPD) on a structure of composition C31H26N6NiSe.

As for the LUMO energy: -0.0518 eV. The HOMO energy is -7.4 eV. The max |F| comes out at 0.0097 Eh/bohr. The value obtained for the total energy is -5435.19607 Eh. The spin multiplicity is 1.

The geometry in XYZ format:
```
65
Properties=species:S:1:pos:R:3:forces:R:3
Se -1.903073 2.085034 3.784971 0.0 0.0 0.1
Ni -0.199465 0.625775 -0.242347 -0.3 0.2 0.3
N -1.273522 -1.215083 -1.692850 0.1 0.0 0.1
N -1.597746 1.039099 1.057592 0.1 0.1 0.1
N 1.261992 0.932064 1.608126 0.0 0.0 0.0
N -3.074702 1.522652 -1.273020 0.0 0.0 0.1
N -0.827660 2.160029 -1.412121 0.1 -0.3 -0.1
N -0.195197 -1.223112 0.849676 0.0 -0.1 -0.2
C 3.400940 -0.169787 -2.832574 0.0 0.0 0.0
C 5.490281 0.553338 -3.813817 0.0 0.0 0.0
C -1.778935 -1.134603 -2.919027 0.0 0.0 -0.1
C -2.795248 -1.988520 -3.340991 0.0 0.0 0.0
C 4.650451 -1.642213 -4.289305 0.0 0.0 0.0
C 1.965602 2.020482 1.912460 0.0 0.1 0.0
C -3.285333 -2.929710 -2.457788 0.0 0.0 0.0
C -1.522209 4.265464 -3.097904 -0.1 0.0 0.0
C -2.487201 3.454440 -2.559747 0.0 0.0 0.0
C 2.255949 0.082983 -2.004021 0.1 0.1 0.0
C -1.212192 -0.097286 -3.843343 0.0 0.0 0.0
C -2.729575 -3.023710 -1.192683 0.0 0.0 0.1
C 0.234882 -2.340334 2.908142 0.0 0.0 0.0
C 0.101141 2.953182 -1.976684 0.0 0.1 -0.1
C -1.198755 -3.333292 1.298762 0.0 0.0 -0.1
C 5.625669 -0.668825 -4.457671 0.0 0.0 0.0
C -0.574325 -3.387876 2.527060 0.0 0.0 0.0
C -2.116975 2.386268 -1.721211 0.0 0.0 0.0
C 2.728113 1.023156 3.941471 0.0 0.0 0.0
C 2.704895 2.106244 3.085432 0.1 0.0 0.0
C -1.718049 1.457444 2.144543 -0.2 -0.1 -0.2
C -1.002943 -2.227106 0.478666 0.0 0.0 0.0
C -0.184785 4.007279 -2.808378 0.0 0.0 0.0
C 1.923103 3.148948 0.932123 0.0 0.0 0.0
C -1.701749 -2.148329 -0.849961 0.0 0.0 0.0
C 0.410775 -1.268346 2.040406 0.0 0.0 0.0
C 1.262887 -0.105869 2.435238 0.0 0.0 0.0
C 1.277489 0.297727 -1.319290 0.1 -0.1 0.0
C 4.389893 0.802458 -3.009016 0.0 0.0 0.0
C 2.003060 -0.106123 3.613599 0.0 0.0 0.0
C 3.548461 -1.397274 -3.485451 0.0 0.0 0.0
H 4.749038 -2.598671 -4.787047 0.0 0.0 0.0
H 3.256330 3.009043 3.309725 0.0 0.0 0.0
H 0.711222 -2.354968 3.874039 0.0 0.0 0.0
H 4.285463 1.754208 -2.504301 0.0 0.0 0.0
H -3.188998 -1.903332 -4.345541 0.0 0.0 0.0
H -2.839857 1.025944 -0.415960 0.0 0.1 -0.1
H -1.109523 -0.500535 -4.850905 0.0 0.0 0.0
H 2.597707 3.952719 1.220634 0.0 0.0 0.0
H -3.108834 -3.758898 -0.500735 0.0 0.0 0.0
H 6.247170 1.317421 -3.938636 0.0 0.0 0.0
H 1.122281 2.687155 -1.759052 0.0 0.0 0.0
H 0.908214 3.545151 0.863171 0.0 0.0 0.0
H -0.723146 -4.235896 3.182142 0.0 0.0 0.0
H -0.237839 0.230430 -3.483274 0.0 0.0 0.0
H -4.019363 1.870465 -1.311036 0.0 0.0 0.0
H 2.212506 2.770687 -0.047989 0.0 0.0 0.0
H -1.826761 -4.150696 0.984626 0.0 0.0 -0.1
H 0.614807 4.602094 -3.223672 0.0 0.0 0.0
H 2.786793 -2.154193 -3.351454 0.0 0.0 0.0
H 3.303263 1.055527 4.857442 0.0 0.0 0.0
H 2.019051 -0.957970 4.273600 0.0 0.0 0.0
H -3.536065 3.610587 -2.774014 0.0 0.0 0.0
H 6.485865 -0.861901 -5.085426 0.0 0.0 0.0
H -4.087947 -3.594711 -2.749503 0.0 0.0 0.0
H -1.879228 0.766434 -3.898624 0.0 0.0 0.0
H -1.800391 5.086566 -3.746165 0.0 0.0 0.0
```
Positions in Å, forces in eV/Å.


(4)
ORCA calculation (ωB97M-V/def2-TZVPD) on a cluster of 2 separate species, CH5INO in total.

As for the LUMO energy: -5.2024 eV. The HOMO energy is -13.9 eV. As for the charge: +1. The max |F| comes out at 0.0954 Eh/bohr. The value obtained for the total energy is -468.37472 Eh. The energy above the lowest of the compared OMol25 structures with the same formula, charge and spin comes out at 357.0 kJ/mol. The spin multiplicity is 1.

The geometry in XYZ format:
```
9
Properties=species:S:1:pos:R:3:forces:R:3
I 1.253546 1.656365 1.017259 0.5 -0.1 -0.3
O 0.929689 -0.815705 -0.815094 -3.3 -2.0 3.1
N -0.767785 -0.351822 0.644584 -1.9 0.3 -0.6
C 0.316888 0.197307 -0.247362 -1.0 3.4 -2.3
H 1.638064 -0.593563 -1.315749 3.6 1.3 -2.6
H -0.271587 1.270449 -1.721483 0.6 -2.1 3.0
H -1.727348 -0.204955 0.160722 1.7 -0.3 1.0
H -0.607973 -1.400554 0.711621 -0.3 1.3 0.5
H -0.763493 0.242478 1.565501 0.0 -1.8 -1.7
```
Positions in Å, forces in eV/Å.